Density functional theory data (wB97M-V/def2-TZVPD) for a single C5H8O2 molecule.

The geometry in XYZ format:
```
15
Properties=species:S:1:pos:R:3:forces:R:3
O -1.650591 -1.334508 2.157396 0.23 0.29 -0.37
O 2.111392 -0.227643 -0.726289 0.16 0.24 0.08
C -1.406891 -0.460422 -0.183566 -0.12 -0.07 -0.08
C -1.099225 -0.713824 1.290582 -0.22 -0.22 0.31
C 0.891625 0.250959 -1.264811 -0.25 0.03 -0.26
C -0.209028 0.532866 -0.216774 0.06 0.10 -0.06
C 0.150632 0.156562 1.248150 0.12 0.03 0.14
H 0.553418 -0.539176 -1.941325 0.03 0.09 0.05
H 1.064977 -0.445072 1.305412 -0.18 0.05 0.07
H -1.269996 -1.349971 -0.808563 0.00 0.07 0.09
H 2.556386 0.511535 -0.292602 0.00 -0.17 -0.07
H -0.558979 1.566519 -0.303974 0.10 -0.16 0.03
H 0.199254 0.959727 1.989621 -0.05 -0.12 -0.10
H -2.404078 -0.050880 -0.373102 0.15 -0.05 0.03
H 1.071104 1.143325 -1.880154 -0.03 -0.11 0.12
```
Forces are in eV/Å.

Properties
**Molar mass**: 100.12 g/mol
**LUMO level**: 0.7 eV
**E_HOMO**: -9.530 eV
**Gap between HOMO and LUMO**: 0.3775 hartree
**Largest force on an atom**: 0.518 eV/A
**Energy above the lowest of the compared OMol25 structures with the same formula, charge and spin**: 1.3549 eV